Here is a cluster of 2 separate species, C3H6ClO2S in total from the Open Molecules 2025 dataset. Energies are from ωB97M-V with the def2-TZVPD basis set.

lowest unoccupied orbital energy (spin up / spin down): 3.11 / 2.76 eV
energy above the lowest of the compared OMol25 structures with the same formula, charge and spin: 2.387 eV
largest force on an atom: 3.93 eV Å⁻¹
charge: -1
HOMO level (spin up / spin down): -4.6334 / -1.4397 eV
2S+1: 1
Kohn-Sham gap (spin up / spin down): 7.7480 / 4.1975 eV

Last columns: bonded neighbours and bond lengths (Å).
Geometry (Å):
1 C 0.278 0.255 -0.880  C3 1.511, H8 1.146, H9 1.050, H10 1.176
2 C 1.293 -0.778 1.340  C3 1.528, H11 1.061, H12 1.116, H13 1.164
3 C 1.289 -0.623 -0.180  C1 1.511, C2 1.528, Cl7 1.748
4 O -3.754 -0.263 -0.136  S6 1.483
5 O -3.052 1.801 -1.387  S6 1.494
6 S -2.810 0.877 -0.238  O4 1.483, O5 1.494
7 Cl 2.879 -0.229 -0.789  C3 1.748
8 H -0.285 1.014 -0.232  C1 1.146
9 H 0.620 0.799 -1.710  C1 1.050
10 H -0.668 -0.365 -1.203  C1 1.176
11 H 0.515 -0.569 2.030  C2 1.061
12 H 2.048 -0.071 1.758  C2 1.116
13 H 1.646 -1.849 1.628  C2 1.164